Record 1
Here is C4H7NO in the gas phase at a distorted geometry from OMol25. Energies are from ωB97M-V with the def2-TZVPD basis set.

The geometry in ORCA input format:
```
! wB97M-V def2-TZVPD RIJCOSX def2/J DEFGRID3
* xyz 0 1
O 0.198 0.216 0.780
N 2.978 -0.615 -1.037
C -1.936 -0.583 0.162
C -0.549 -0.242 -0.341
C 1.393 0.864 0.466
C 2.300 0.040 -0.367
H -2.423 0.314 0.555
H -1.873 -1.321 0.967
H -2.553 -0.994 -0.643
H -0.056 -1.120 -0.781
H -0.594 0.539 -1.117
H 1.223 1.818 -0.058
H 1.892 1.082 1.414
*
```

For the LUMO energy, the calculation gives 0.871 eV. The value obtained for the HOMO energy is -10.768 eV. Its energy above the lowest of the compared OMol25 structures with the same formula, charge and spin is 35.0 kcal per mole. Its SMILES is CCOCC#N. The value obtained for the total energy is -286.575799 a.u. The calculation puts the HOMO-LUMO gap at 11.639 eV.


Record 2
Here is C33H27F5N5O2PPtSSe as an isolated structure at a distorted geometry from OMol25. Energies are from ωB97M-V with the def2-TZVPD basis set.

The geometry in ORCA input format:
```
! wB97M-V def2-TZVPD RIJCOSX def2/J DEFGRID3
* xyz 2 1
Pt -0.515 1.301 -1.305
Se 0.328 -1.677 0.662
S -0.743 3.645 -1.565
P -1.683 1.832 0.601
F 2.700 6.577 0.726
F 1.593 3.199 -3.370
F 4.569 6.044 -1.152
F 4.031 4.354 -3.196
F 0.278 5.411 0.578
O 2.355 -5.321 -4.568
O 0.241 -5.338 -5.496
N -0.226 -3.707 2.614
N 0.778 -1.983 3.470
N -2.190 0.971 -2.388
N 1.496 1.196 -0.883
N -0.023 -0.339 -2.260
C -3.273 1.775 -2.411
C -4.527 0.105 -3.553
C 0.903 -2.805 5.874
C 2.096 0.088 -1.382
C 1.174 5.171 -0.373
C 1.847 4.053 -2.381
C -2.861 3.190 0.752
C 3.099 4.627 -2.297
C -0.064 -3.968 3.976
C -4.453 1.378 -2.989
C -2.692 0.370 0.907
C 2.418 5.767 -0.275
C 0.543 -3.897 6.644
C 4.079 0.566 -0.136
C 0.717 -2.535 -3.818
C 3.381 5.493 -1.241
C 3.403 -0.228 -1.036
C -0.423 -5.065 4.745
C -0.109 -5.004 6.091
C 0.859 4.313 -1.428
C 0.284 -2.501 2.325
C -2.232 -0.247 -2.978
C 1.295 -5.295 -5.025
C -3.410 -0.704 -3.557
C 1.269 -0.740 -2.264
C 3.431 1.669 0.422
C 2.147 1.946 0.031
C 1.661 -1.806 -3.038
C -0.486 2.116 1.910
C -0.622 -2.038 -3.791
C 0.581 -2.866 4.527
C -0.958 -0.953 -3.021
C -0.852 -4.628 1.682
H -3.435 -1.683 -4.010
H -3.158 2.760 -1.983
H -2.985 0.386 1.960
H 1.265 -1.105 3.494
H -3.726 3.034 0.110
H -0.240 -5.523 1.585
H -2.137 -0.541 0.692
H -0.060 3.113 1.779
H -2.418 4.160 0.557
H -5.295 2.054 -3.001
H -0.989 2.070 2.878
H -1.841 -4.898 2.050
H -3.591 0.439 0.294
H -0.374 -5.832 6.733
H -3.206 3.150 1.789
H 3.919 2.308 1.144
H 2.701 -2.107 -3.053
H -1.374 -2.518 -4.405
H 1.406 -1.951 6.305
H 0.289 1.350 1.860
H 1.616 2.804 0.421
H 0.770 -3.894 7.701
H 5.094 0.325 0.149
H -5.451 -0.243 -3.996
H -0.935 -4.137 0.717
H 3.865 -1.110 -1.451
H -0.923 -5.924 4.324
*
```

For the LUMO energy (spin up / spin down), the calculation gives -8.210 / -8.213 eV. The value obtained for the HOMO energy (spin up / spin down) is -12.051 / -12.027 eV. Its energy above the lowest of the compared OMol25 structures with the same formula, charge and spin is 0.0 kcal per mole. The value obtained for the total energy is -5457.070232 a.u. The calculation puts the HOMO-LUMO gap (spin up / spin down) at 3.841 / 3.814 eV.


Record 3
Here is C21H31CdCl5P2 as an isolated structure at a distorted geometry from OMol25. Energies are from ωB97M-V with the def2-TZVPD basis set.

The geometry in ORCA input format:
```
! wB97M-V def2-TZVPD RIJCOSX def2/J DEFGRID3
* xyz 0 1
Cd -2.762 -0.192 -1.728
Cl -2.719 1.229 2.318
Cl 1.778 2.545 6.431
Cl -3.444 1.979 5.325
Cl 2.437 0.816 3.846
Cl -1.220 2.929 7.257
P 1.267 -2.433 1.080
P 0.678 1.801 1.311
C -0.675 2.566 0.375
C 0.084 -3.542 0.245
C -2.137 -0.940 -4.393
C -1.767 -1.491 -2.960
C -2.081 1.294 -3.170
C -0.687 1.241 -2.879
C -0.809 2.169 5.809
C 2.849 -3.082 0.455
C -1.793 1.830 4.848
C 0.717 -0.859 0.415
C -0.022 1.567 3.045
C -0.381 -1.572 -2.648
C 0.855 1.479 4.160
C 0.303 0.591 -3.775
C 1.975 3.001 0.903
C 1.593 0.407 0.460
C 0.777 -2.591 2.820
C -2.531 0.546 -4.461
C -1.413 1.575 3.492
C 0.668 -0.849 -3.393
C 0.529 1.966 5.439
H -3.625 0.676 -4.469
H 2.543 0.200 0.994
H 1.735 3.453 -0.056
H 1.116 -3.567 3.203
H -1.469 1.929 -0.028
H 2.961 2.570 0.765
H -2.140 0.948 -5.417
H -0.282 1.793 -2.028
H 3.625 -2.300 0.367
H 0.415 -3.691 -0.802
H -0.243 3.145 -0.441
H 2.044 3.790 1.634
H -1.141 3.283 1.059
H -0.930 -3.102 0.285
H -2.399 -2.392 -2.689
H 1.172 -1.785 3.467
H -0.047 -2.505 -2.181
H 0.110 -4.511 0.770
H 2.653 -3.525 -0.551
H 1.937 0.772 -0.531
H 0.332 -0.988 -0.633
H -0.334 -2.536 2.881
H -2.970 -1.583 -4.697
H 1.249 1.146 -3.774
H -2.610 2.223 -2.916
H -1.291 -1.162 -5.060
H 0.929 -1.390 -4.313
H -0.180 -0.666 1.057
H -0.049 0.565 -4.812
H 3.211 -3.894 1.113
H 1.606 -0.878 -2.827
*
```

For the LUMO energy (spin up / spin down), the calculation gives -0.519 / -0.497 eV. The value obtained for the HOMO energy (spin up / spin down) is -3.562 / -3.711 eV. Its energy above the lowest of the compared OMol25 structures with the same formula, charge and spin is 118.2 kcal per mole. The value obtained for the total energy is -3969.789132 a.u. The calculation puts the HOMO-LUMO gap (spin up / spin down) at 3.043 / 3.214 eV.


Record 4
Here is C4H3AgLiO2 as an isolated structure at a distorted geometry from OMol25. Energies are from ωB97M-V with the def2-TZVPD basis set.

The geometry in ORCA input format:
```
! wB97M-V def2-TZVPD RIJCOSX def2/J DEFGRID3
* xyz 1 1
Ag 2.070 1.546 1.324
O 1.440 -0.500 0.458
O -0.197 1.994 0.718
C 0.059 -0.606 0.502
C -0.586 0.904 0.349
C -0.770 -0.895 -0.727
C -1.409 0.305 -0.733
Li 2.680 -0.543 -0.796
H -2.363 0.610 -1.133
H -0.205 -1.083 1.447
H -0.719 -1.731 -1.408
*
```

For the LUMO energy, the calculation gives -5.133 eV. The value obtained for the HOMO energy is -12.894 eV. The value obtained for the total energy is -458.903972 a.u. The calculation puts the HOMO-LUMO gap at 7.761 eV.


Record 5
Here is a 2-piece molecular cluster, C25H17N2O5 overall at a distorted geometry from OMol25. Energies are from ωB97M-V with the def2-TZVPD basis set.

The geometry in ORCA input format:
```
! wB97M-V def2-TZVPD RIJCOSX def2/J DEFGRID3
* xyz -1 1
O 2.997 7.671 4.149
O -3.999 1.340 -0.685
O -0.875 9.394 0.612
O 1.690 3.748 6.577
O -3.053 2.270 -2.432
N -3.013 1.871 -1.245
N 2.265 1.675 4.007
C 6.244 6.227 6.792
C 4.091 6.230 5.743
C 2.981 6.666 4.849
C 0.598 2.347 0.933
C -0.964 7.203 3.502
C 5.341 6.816 5.901
C 4.619 4.488 7.344
C 2.337 4.662 6.097
C -0.688 2.635 -1.138
C -1.804 2.029 -0.513
C 2.000 2.063 2.928
C 0.743 7.709 1.330
C 0.010 9.720 -0.479
C -0.553 1.730 1.536
C -1.330 8.149 2.571
C 0.483 2.788 -0.432
C 0.270 6.510 3.399
C 0.695 5.585 4.425
C 5.883 5.066 7.511
C 3.729 5.080 6.456
C 1.800 2.521 1.636
C -1.727 1.580 0.825
C -0.474 8.423 1.474
C 1.907 5.631 5.032
C 1.091 6.770 2.278
H 1.349 3.250 -0.910
H 7.232 6.666 6.930
H -0.015 4.842 4.788
H 1.419 7.914 0.496
H 4.307 3.592 7.878
H -2.260 8.710 2.654
H -0.790 2.965 -2.170
H -0.501 1.376 2.567
H 6.597 4.617 8.202
H -1.598 6.999 4.366
H 5.579 7.709 5.325
H 2.023 6.221 2.155
H 2.652 2.974 1.136
H -0.513 10.496 -1.035
H 0.185 8.846 -1.120
H 0.969 10.100 -0.104
H -2.611 1.120 1.262
*
```

For the LUMO energy, the calculation gives 1.379 eV. The value obtained for the HOMO energy is -3.412 eV. Its energy above the lowest of the compared OMol25 structures with the same formula, charge and spin is 0.0 kcal per mole. The value obtained for the total energy is -1448.528954 a.u. The calculation puts the HOMO-LUMO gap at 4.791 eV.


Record 6
Here is a 2-piece molecular cluster, CNPS overall at a distorted geometry from OMol25. Energies are from ωB97M-V with the def2-TZVPD basis set.

The geometry in ORCA input format:
```
! wB97M-V def2-TZVPD RIJCOSX def2/J DEFGRID3
* xyz 0 1
S 2.202 -2.008 -0.675
P 1.816 -0.156 -0.980
N -2.023 0.560 0.608
C -1.995 1.604 1.047
*
```

For the LUMO energy (spin up / spin down), the calculation gives -1.586 / -4.413 eV. The value obtained for the HOMO energy (spin up / spin down) is -11.054 / -7.637 eV. Its energy above the lowest of the compared OMol25 structures with the same formula, charge and spin is 90.3 kcal per mole. The value obtained for the total energy is -832.223567 a.u. The calculation puts the HOMO-LUMO gap (spin up / spin down) at 9.467 / 3.224 eV.